# 1
{"formula": "C2H8N4", "method": "ωB97M-V with the def2-TZVPD basis set", "elements": ["C", "C", "H", "H", "H", "H", "H", "H", "H", "H", "N", "N", "N", "N"], "positions_angstrom": [[-0.77721, 1.64478, 0.17501], [-0.08030, 0.24773, -0.08707], [-0.03815, 2.23426, 0.71272], [-0.96029, 2.10538, -0.79681], [-1.68550, 1.58779, 0.68987], [1.54613, 0.59582, -1.16679], [1.66879, -1.51817, 0.00566], [2.29592, -0.48071, 1.17799], [-2.41094, -0.07592, 0.02401], [-2.17268, -1.49060, 0.75314], [1.32162, 0.43382, -0.25602], [2.14181, -0.59214, 0.17856], [-0.54576, -0.90462, -0.10320], [-1.93171, -0.98176, -0.09469]], "de_lowest_kcal_mol": 58.4, "smiles": "C/C(=N\\N)NN", "multiplicity": 1}


# 2
{"formula": "C16H20O2", "method": "ωB97M-V with the def2-TZVPD basis set", "elements": ["C", "C", "C", "C", "C", "C", "C", "C", "O", "H", "H", "H", "H", "H", "H", "H", "H", "H", "H", "C", "C", "C", "C", "C", "C", "C", "C", "O", "H", "H", "H", "H", "H", "H", "H", "H", "H", "H"], "positions_angstrom": [[-1.06387, 3.09869, 2.54808], [-0.17881, 3.95437, 1.66346], [-1.74609, 1.89651, 1.93863], [-1.00187, 0.79655, 1.52068], [-3.12541, 1.81371, 1.85142], [-1.59841, -0.41916, 1.23964], [-3.75046, 0.58592, 1.63005], [-2.99195, -0.51186, 1.29526], [-3.61658, -1.70107, 1.03274], [-0.49760, 2.69211, 3.38583], [-1.79700, 3.75804, 3.00950], [-0.76056, 4.49519, 0.91396], [0.07087, 0.75231, 1.70003], [-3.82324, 2.63047, 1.96460], [-1.03397, -1.30904, 1.01838], [-4.83081, 0.55478, 1.56172], [-2.93065, -2.33296, 0.76957], [0.58083, 3.47112, 1.07475], [0.24993, 4.74839, 2.28079], [3.73371, -1.43115, -1.99697], [4.28098, -0.18160, -1.29068], [2.23957, -1.70414, -1.77743], [1.74878, -2.98837, -2.00154], [1.32775, -0.66697, -1.62216], [0.39256, -3.27269, -1.93441], [-0.04433, -0.91637, -1.58685], [-0.49285, -2.21908, -1.72566], [-1.82483, -2.54211, -1.78083], [3.92627, -1.41821, -3.06984], [4.20150, -2.32766, -1.58070], [4.84463, 0.45587, -1.96969], [2.46525, -3.79641, -2.06224], [1.62176, 0.37310, -1.56737], [0.03026, -4.28536, -1.87836], [-0.76689, -0.14340, -1.35563], [-2.41050, -1.78288, -1.88312], [5.01964, -0.50098, -0.60553], [3.55240, 0.37434, -0.71008]], "de_lowest_kcal_mol": 29.4, "smiles": "CCc1ccc(O)cc1.CCc1ccc(O)cc1", "multiplicity": 1}


# 3
{"formula": "C5H7NO", "method": "ωB97M-V with the def2-TZVPD basis set", "elements": ["C", "C", "N", "C", "C", "C", "O", "H", "H", "H", "H", "H", "H", "H"], "positions_angstrom": [[-1.86418, 0.07538, 0.04049], [-0.37551, -0.08501, 0.04338], [0.25100, -0.98534, 1.02971], [0.61309, 0.38027, 1.03418], [1.72693, 0.61157, -0.80368], [0.46481, 0.01092, -1.21177], [0.15372, -0.34012, -2.33257], [-2.14337, 1.06348, -0.33752], [-2.26608, -0.05412, 1.04886], [-2.30792, -0.67675, -0.61864], [0.94101, -1.62769, 0.65289], [0.47950, 1.00958, 1.91160], [2.58800, -0.06377, -0.71725], [1.56968, 0.89752, 0.47784]], "de_lowest_kcal_mol": 125.8, "multiplicity": 1}


# 4
{"formula": "C10H34N6O16", "method": "ωB97M-V with the def2-TZVPD basis set", "elements": ["C", "O", "H", "H", "H", "H", "C", "O", "H", "H", "H", "H", "C", "O", "H", "H", "H", "H", "C", "O", "H", "H", "H", "H", "C", "N", "O", "O", "H", "H", "H", "C", "N", "O", "O", "H", "H", "H", "C", "N", "O", "O", "H", "H", "H", "C", "N", "O", "O", "H", "H", "H", "C", "N", "O", "O", "H", "H", "H", "C", "N", "O", "O", "H", "H", "H"], "positions_angstrom": [[1.63777, -3.52101, -0.25219], [0.23062, -3.71722, -0.36509], [2.03409, -4.25991, 0.45030], [2.25926, -3.49484, -1.14434], [1.70583, -2.56016, 0.25819], [-0.04895, -4.20045, -1.14765], [3.32844, 3.93241, -1.60459], [4.69819, 3.83266, -1.24443], [2.93960, 2.97746, -1.93443], [2.79010, 4.37525, -0.75451], [3.18456, 4.72202, -2.34957], [4.86855, 2.90423, -1.02542], [-3.60884, 0.23467, 2.87596], [-3.64688, 0.44684, 1.47159], [-4.20338, 0.95936, 3.45005], [-3.99620, -0.73953, 3.17945], [-2.59027, 0.44390, 3.20073], [-4.54986, 0.25223, 1.19187], [5.39148, -0.20557, -0.75488], [4.49999, 0.91161, -0.83362], [5.08362, -0.89264, 0.03772], [5.23810, -0.76738, -1.68253], [6.41617, 0.11989, -0.63834], [3.60141, 0.56988, -0.97484], [0.78176, -0.77913, 2.97021], [0.73483, -0.82812, 4.43988], [1.60271, -0.26108, 5.06880], [-0.25698, -1.32625, 4.93581], [1.42436, 0.01623, 2.59374], [-0.20669, -0.61586, 2.56149], [1.31965, -1.64918, 2.59236], [-3.37872, 2.32935, -1.12222], [-3.58188, 1.26098, -2.14939], [-3.84595, 0.14237, -1.78236], [-3.40457, 1.61548, -3.29709], [-2.32190, 2.56642, -1.03699], [-3.79023, 1.95854, -0.19005], [-3.89174, 3.20755, -1.50233], [1.28326, -1.50372, -5.49598], [0.29704, -2.00176, -4.50625], [0.64907, -1.92911, -3.33577], [-0.76144, -2.43169, -4.88222], [1.06089, -0.48148, -5.78342], [1.23457, -2.17971, -6.34887], [2.28139, -1.57392, -5.08067], [-2.39502, -2.69057, 1.19926], [-3.12029, -3.99849, 1.29640], [-3.89810, -4.23597, 0.38413], [-2.96948, -4.70422, 2.26565], [-2.35241, -2.33553, 0.18062], [-1.41383, -3.01588, 1.54908], [-2.80468, -1.97561, 1.90028], [-1.03995, 4.11485, 2.81758], [-0.52100, 2.81313, 2.26987], [0.44310, 2.29584, 2.78811], [-1.10770, 2.35986, 1.30925], [-1.94930, 3.84155, 3.34117], [-1.19374, 4.70861, 1.92296], [-0.26455, 4.53615, 3.44530], [-0.48411, -0.28078, -0.59091], [0.72012, 0.51333, -0.80403], [1.79931, -0.04656, -0.66680], [0.58171, 1.68582, -1.05632], [-0.37354, -1.31073, -0.25919], [-1.03479, -0.29908, -1.53135], [-1.11458, 0.16468, 0.18084]], "de_lowest_kcal_mol": 0.0, "smiles": "C[N+](=O)[O-].C[N+](=O)[O-].C[N+](=O)[O-].C[N+](=O)[O-].C[N+](=O)[O-].C[N+](=O)[O-].CO.CO.CO.CO", "multiplicity": 1}


# 5
{"formula": "C60H58BInN3O5P3S4Se2", "method": "ωB97M-V with the def2-TZVPD basis set", "elements": ["In", "C", "C", "S", "C", "C", "S", "C", "C", "S", "H", "H", "H", "H", "H", "H", "H", "H", "H", "H", "H", "H", "Se", "P", "C", "C", "C", "C", "C", "C", "C", "C", "C", "C", "C", "C", "C", "C", "N", "N", "N", "P", "Se", "C", "C", "C", "C", "C", "C", "C", "C", "C", "C", "C", "C", "H", "H", "H", "H", "H", "H", "H", "H", "H", "H", "H", "H", "H", "H", "H", "H", "H", "H", "H", "H", "O", "S", "O", "O", "C", "C", "C", "C", "C", "C", "P", "C", "C", "C", "C", "C", "C", "C", "C", "C", "C", "C", "C", "H", "H", "H", "H", "H", "H", "H", "H", "H", "H", "H", "H", "H", "H", "C", "C", "C", "C", "C", "C", "C", "C", "O", "B", "O", "C", "C", "H", "H", "H", "H", "H", "H", "H", "H", "H", "H", "H", "H"], "positions_angstrom": [[-0.23774, -0.14043, 0.09073], [2.22030, 3.26208, -1.37226], [2.38071, 3.18529, 0.13608], [1.69987, 1.74481, 1.04505], [0.79405, 2.64588, 2.33924], [-0.33690, 3.57677, 1.90435], [-1.50160, 2.89129, 0.68225], [-1.55096, 4.23757, -0.52681], [-0.26436, 4.54811, -1.29490], [0.54616, 3.09912, -2.03647], [2.77647, 2.46565, -1.85452], [2.65416, 4.20416, -1.71467], [1.93466, 4.05266, 0.61488], [3.44831, 3.19738, 0.36160], [1.53519, 3.22209, 2.89645], [0.41935, 1.87953, 3.01367], [0.05686, 4.50283, 1.48705], [-0.90214, 3.83660, 2.79938], [-1.89450, 5.13996, -0.01773], [-2.33794, 3.93031, -1.21716], [0.46243, 5.03888, -0.64799], [-0.49654, 5.24351, -2.10189], [1.33868, -7.37471, -0.86771], [2.63567, -5.83761, -0.26690], [4.03833, -5.65358, -1.41806], [3.84180, -5.97057, -2.76243], [4.89800, -5.91014, -3.65656], [6.16975, -5.57478, -3.20639], [6.37580, -5.28632, -1.86649], [5.31209, -5.30895, -0.97442], [3.40666, -6.09397, 1.35753], [3.61885, -7.39130, 1.80973], [4.24009, -7.60337, 3.03227], [4.64258, -6.52335, 3.80630], [4.42145, -5.22756, 3.36057], [3.80084, -5.01274, 2.13888], [1.78560, -4.24421, -0.10163], [1.82031, -2.95610, -0.62141], [0.74317, -2.30656, -0.12038], [0.12770, -3.14391, 0.70714], [0.71467, -4.30467, 0.72201], [2.83186, -2.16002, -1.84887], [2.51880, -0.08060, -2.02216], [4.54598, -2.40800, -1.31648], [4.81419, -2.11869, 0.02201], [6.11737, -2.14607, 0.48900], [7.16084, -2.44234, -0.38106], [6.89590, -2.71021, -1.71529], [5.58945, -2.69632, -2.18498], [2.43754, -3.00586, -3.39883], [3.09626, -2.63891, -4.57357], [2.71315, -3.19186, -5.78420], [1.65015, -4.08695, -5.83516], [0.97580, -4.43061, -4.67313], [1.36808, -3.89535, -3.45315], [2.85942, -6.28781, -3.08838], [4.73480, -6.14740, -4.70036], [7.00130, -5.54869, -3.90005], [7.36834, -5.03916, -1.51062], [5.48574, -5.07878, 0.06970], [3.28286, -8.22400, 1.20404], [4.40245, -8.61401, 3.38470], [5.11749, -6.69152, 4.76486], [4.72321, -4.38310, 3.96798], [3.61119, -4.00267, 1.80020], [4.00269, -1.85772, 0.69274], [6.32037, -1.92712, 1.52987], [8.18072, -2.46110, -0.01762], [7.70783, -2.93996, -2.39398], [5.38921, -2.93213, -3.22189], [3.87838, -1.89058, -4.54343], [3.23161, -2.91128, -6.69207], [1.34251, -4.50706, -6.78501], [0.14383, -5.12437, -4.70701], [0.83418, -4.17613, -2.55309], [0.44329, -0.85194, 2.20929], [-0.79854, -0.46666, 2.91859], [-0.56816, 0.12443, 4.20841], [-1.52376, 0.41286, 1.95716], [-1.92187, -1.83559, 3.18570], [-2.13748, -2.17585, 4.51533], [-3.16575, -3.04201, 4.84982], [-4.00652, -3.52586, 3.86131], [-3.78391, -3.18938, 2.53494], [-2.72195, -2.37109, 2.16531], [-2.41272, -2.05036, 0.38437], [-4.02897, -1.31345, -0.11787], [-4.34743, -0.06299, 0.42278], [-5.49525, 0.60612, 0.03137], [-6.34138, 0.04637, -0.91810], [-6.03415, -1.19067, -1.46161], [-4.88730, -1.86823, -1.06428], [-2.43534, -3.67919, -0.43663], [-2.32379, -3.65177, -1.82775], [-2.24642, -4.82738, -2.55860], [-2.25737, -6.04963, -1.90220], [-2.33381, -6.08390, -0.51763], [-2.41547, -4.90838, 0.21364], [-1.51376, -1.72872, 5.27594], [-3.32839, -3.31077, 5.88539], [-4.84034, -4.16598, 4.12082], [-4.43973, -3.57419, 1.76297], [-3.68719, 0.39249, 1.15117], [-5.72348, 1.57236, 0.46450], [-7.23833, 0.56894, -1.22661], [-6.68601, -1.63576, -2.20345], [-4.67443, -2.83739, -1.49349], [-2.30074, -2.70231, -2.34639], [-2.16948, -4.78097, -3.63906], [-2.18186, -6.97225, -2.46328], [-2.29471, -7.03211, 0.00195], [-2.41630, -4.95727, 1.29407], [-2.82579, -3.61503, -6.75612], [-2.86067, -2.12424, -7.12729], [-1.65365, -1.79659, -8.01901], [-4.13863, -1.86055, -7.92382], [-2.78559, -1.28088, -5.85322], [-3.75023, -0.32898, -5.51870], [-3.68371, 0.44029, -4.35258], [-2.61212, 0.21882, -3.52652], [-2.29776, 0.79226, -2.30971], [-1.13518, 0.15864, -1.89625], [-0.71394, -0.77052, -2.84468], [-1.64749, -0.71855, -3.85009], [-1.69816, -1.47457, -4.99187], [-2.92293, -4.22925, -7.65454], [-3.64789, -3.86179, -6.08020], [-1.88851, -3.88549, -6.26502], [-1.68593, -2.39388, -8.93381], [-0.71190, -2.00578, -7.50752], [-1.65774, -0.74051, -8.29644], [-4.15415, -2.50522, -8.80446], [-4.19263, -0.82559, -8.26760], [-5.03092, -2.07839, -7.33294], [-4.59479, -0.17272, -6.17452], [-4.45114, 1.16145, -4.10505], [-0.91513, -2.19597, -5.19505]], "de_lowest_kcal_mol": 0.0, "multiplicity": 1}


# 6
{"formula": "C5H19N2O3", "method": "ωB97M-V with the def2-TZVPD basis set", "elements": ["N", "C", "C", "N", "C", "C", "C", "O", "H", "H", "H", "H", "H", "H", "H", "H", "H", "H", "H", "H", "H", "H", "H", "H", "H", "O", "H", "H", "O"], "positions_angstrom": [[0.35849, -1.48911, 1.27801], [-0.42551, -0.66317, 2.28122], [-0.70145, 0.79428, 1.90193], [0.08123, 1.51975, 0.88627], [-0.66334, 2.60933, -1.12730], [-0.21311, 1.29529, -0.53993], [1.16274, 0.98461, -1.23366], [1.72895, -0.24693, -0.77321], [-0.16457, -2.33774, 0.94038], [1.13849, -1.94820, 1.73012], [0.75140, -0.83319, 0.59256], [0.24195, -0.70045, 3.14054], [-1.33354, -1.18001, 2.57314], [-1.76450, 0.96141, 1.65807], [-0.49813, 1.33910, 2.82359], [-0.00152, 2.49377, 1.12003], [-0.02648, 3.48865, -0.99857], [-1.65536, 2.94143, -0.81356], [-0.64985, 2.55766, -2.22524], [-0.90353, 0.48354, -0.76901], [1.03089, 0.80367, -2.30670], [1.84673, 1.82875, -1.18162], [2.59434, -0.04809, -0.46366], [1.17884, -1.86561, -1.59714], [0.47309, -1.87431, -3.09647], [0.75513, -2.33364, -2.30494], [-1.02511, -2.38260, -0.92327], [-1.86550, -3.49577, -0.45984], [-1.45076, -2.70241, -0.11174]], "de_lowest_kcal_mol": 39.7, "multiplicity": 1, "charge": 1}


# 7
{"formula": "C5H11NO", "method": "ωB97M-V with the def2-TZVPD basis set", "elements": ["C", "C", "N", "C", "C", "C", "O", "H", "H", "H", "H", "H", "H", "H", "H", "H", "H", "H"], "positions_angstrom": [[-0.46468, -2.30904, -0.44780], [-0.21865, -1.32766, 0.67508], [0.36583, -0.11016, 0.34102], [0.00424, 0.59723, -0.87762], [-0.75846, 1.89665, -0.61399], [1.16876, 0.58761, 1.30046], [-0.43117, -1.60718, 1.83018], [-0.51925, -3.30948, -0.02559], [-1.20602, -1.96542, -1.15953], [0.44694, -2.35822, -1.06562], [0.83458, 0.85340, -1.50464], [-0.59524, -0.03756, -1.49637], [-0.18639, 2.57145, 0.02135], [-0.93364, 2.42260, -1.55846], [-1.72645, 1.70741, -0.13966], [2.23603, 0.55459, 1.04472], [1.01636, 0.18675, 2.29559], [0.96720, 1.64702, 1.38090]], "de_lowest_kcal_mol": 19.9, "smiles": "CCN(C)C(C)=O", "multiplicity": 1}


Number 1: largest force on an atom 3.23 eV/Å, E_HOMO -8.93 eV, orbital gap 0.36232 Eh. Number 2: largest force on an atom 1.61 eV/Å, E_HOMO -8.36 eV, orbital gap 0.33586 Eh. Number 3: largest force on an atom 0.38 eV/Å, E_HOMO -9.01 eV, orbital gap 0.32606 Eh. Number 4: largest force on an atom 1.97 eV/Å, E_HOMO -9.44 eV, orbital gap 0.33430 Eh. Number 5: largest force on an atom 0.84 eV/Å, E_HOMO -7.58 eV, orbital gap 0.28952 Eh. Number 6: largest force on an atom 2.78 eV/Å, E_HOMO -12.77 eV, orbital gap 0.36422 Eh. Number 7: largest force on an atom 1.52 eV/Å, E_HOMO -8.95 eV, orbital gap 0.36201 Eh.